This record from the Open Molecules 2025 dataset describes 7 unconnected molecules or ions with the total composition C16H46BF4N10O8 in a non-equilibrium geometry. The level of theory is wB97M-V/def2-TZVPD.

Geometry as XYZ:
```
85
Properties=species:S:1:pos:R:3:lowdin_charge:R:1
B 0.93 -0.81 -1.12 -1.423
F -0.22 -1.08 -0.42 0.163
F 0.66 -1.04 -2.47 0.119
F 1.26 0.52 -0.79 0.128
F 1.87 -1.64 -0.64 0.163
C 0.91 9.94 -2.83 -0.209
O 0.50 9.25 -1.80 -0.173
C -0.90 9.49 -1.49 -0.184
C -1.41 8.38 -0.54 -0.194
N -1.12 7.04 -1.12 -0.049
C -1.49 6.00 -0.22 -0.240
C -1.46 4.51 -0.70 -0.156
O -0.30 4.03 -1.43 -0.220
C 0.89 4.09 -0.62 -0.086
H 1.79 9.41 -3.19 0.095
H 1.20 10.93 -2.49 0.092
H 0.19 9.91 -3.65 0.093
H -1.56 9.56 -2.35 0.121
H -1.03 10.36 -0.85 0.115
H -2.46 8.67 -0.44 0.119
H -0.86 8.50 0.39 0.113
H -0.14 6.93 -1.31 0.106
H -2.46 6.22 0.21 0.116
H -0.87 6.08 0.68 0.096
H -2.39 4.25 -1.20 0.120
H -1.50 3.86 0.18 0.118
H 1.63 4.62 -1.21 0.086
H 1.38 3.14 -0.43 0.077
H 0.84 4.60 0.34 0.084
C -1.81 -1.19 2.23 -0.071
O -2.06 -2.45 2.94 -0.168
C -1.79 -3.52 2.10 -0.267
C -1.19 -4.69 2.88 -0.171
N -1.90 -5.10 4.15 -0.062
C -1.06 -5.76 5.18 -0.167
C -0.51 -7.20 4.72 -0.198
O 0.66 -7.13 3.89 -0.226
C 1.11 -8.45 3.50 -0.094
H -0.78 -1.10 1.89 0.065
H -1.98 -0.38 2.94 0.077
H -2.55 -0.96 1.47 0.083
H -1.16 -3.42 1.21 0.084
H -2.72 -3.68 1.55 0.115
H -0.16 -4.44 3.14 0.094
H -1.01 -5.54 2.22 0.109
H -2.59 -5.80 3.92 0.086
H -1.73 -5.85 6.03 0.101
H -0.25 -5.07 5.42 0.115
H -1.24 -7.75 4.13 0.112
H -0.18 -7.75 5.60 0.102
H 0.80 -8.74 2.50 0.084
H 0.82 -9.18 4.26 0.074
H 2.20 -8.40 3.52 0.081
C 2.20 -1.83 2.58 -0.809
O 2.43 -1.75 3.77 0.013
N 1.92 -2.93 1.95 0.197
N 2.18 -0.75 1.88 0.187
H 1.97 -3.84 2.37 0.119
H 1.97 -2.85 0.94 0.078
H 2.04 -0.76 0.88 0.061
H 2.34 0.16 2.28 0.129
C 3.60 -0.31 -4.19 -0.798
O 4.69 -0.28 -4.75 0.008
N 3.01 -1.42 -3.91 0.167
N 2.95 0.70 -3.69 0.189
H 3.50 -2.21 -4.33 0.124
H 2.48 -1.45 -3.05 0.079
H 2.20 0.39 -3.08 0.075
H 3.31 1.64 -3.69 0.123
C -1.66 1.45 -3.30 -0.780
O -2.46 2.30 -3.63 0.034
N -0.69 1.61 -2.46 0.179
N -1.55 0.21 -3.67 0.160
H -0.31 0.89 -1.86 0.071
H -0.69 2.53 -2.06 0.060
H -0.81 -0.42 -3.41 0.082
H -2.18 -0.06 -4.41 0.110
C -0.65 -4.60 -1.44 -0.829
O -0.82 -5.77 -1.78 -0.012
N 0.36 -4.16 -0.87 0.211
N -1.64 -3.78 -1.65 0.182
H 0.39 -3.15 -0.80 0.074
H 1.18 -4.75 -0.80 0.142
H -1.58 -2.77 -1.66 0.101
H -2.47 -4.19 -2.04 0.121
```

As for the HOMO energy: -0.24430 Ha. The energy relative to the best compared isomer or geometry (same formula, charge and spin) is 0.00 kJ/mol. The lowest unoccupied orbital energy comes out at 0.08344 hartree. Its charge is -1.